The molecule C6H16N2 in a non-equilibrium geometry. Source: OMol25; level of theory: ωB97M-V with the def2-TZVPD basis set.

Computed properties:
E_HOMO in Ha: -0.3155
Calculated total energy in Ha: -347.68383
E_LUMO in eV: 1.1
Energy relative to the best compared isomer or geometry (same formula, charge and spin) in kcal/mol: 25.7

Last column: Mulliken charge in e.
CARTESIAN COORDINATES (ANGSTROEM)
C: 2.8560 -1.3994 0.5729  -1.21
C: 2.5441 0.0825 0.3035  -0.41
C: 1.3970 0.5464 1.2578  -0.83
C: 0.1811 -0.3874 1.4935  -0.67
C: -0.6332 -0.6166 0.2413  -0.50
N: -1.5216 0.4810 -0.1682  -0.39
C: -1.7280 0.6979 -1.5860  -0.44
N: -3.1639 0.6530 -1.9530  -0.65
H: 2.5161 -2.0515 -0.2294  0.26
H: 3.9413 -1.5676 0.4878  0.36
H: 2.6614 -1.6876 1.6014  0.36
H: 3.3813 0.7676 0.4174  0.37
H: 2.1713 0.2428 -0.7117  0.31
H: 1.0492 1.5381 0.9791  0.32
H: 1.9227 0.6252 2.2195  0.39
H: 0.4894 -1.3667 1.8426  0.42
H: -0.3536 0.2147 2.2322  0.32
H: -1.2667 -1.5006 0.4091  0.24
H: 0.0027 -0.8769 -0.6122  0.29
H: -1.2235 1.3280 0.2949  0.28
H: -1.4174 1.6875 -1.9110  0.33
H: -1.2333 -0.0514 -2.2034  0.38
H: -3.5639 -0.2646 -1.7990  0.23
H: -3.6143 1.3834 -1.4263  0.23